Record 1
The following is a DFT calculation (ωB97M-V with the def2-TZVPD basis set) of 6 unconnected molecules or ions with the total composition C12H36O6S6.

Values from the calculation:
Molar mass: 468.82 g mol⁻¹
Frontier orbital gap: 7.58 eV
Relative energy (zero: lowest compared OMol25 entry of this formula, charge and spin): 1076.7 kJ/mol

XYZ file:
```
60
Properties=species:S:1:pos:R:3:forces:R:3
C -1.2386 5.1048 -2.2805 0.8 0.1 0.4
S -0.0072 3.7883 -1.8503 -1.5 1.1 -0.3
O 0.5587 3.9708 -0.4843 -0.4 0.4 -0.3
C -1.2093 2.3929 -1.8023 -1.5 1.7 1.5
H -2.0720 4.6292 -2.7975 -0.1 0.2 0.3
H -0.7774 5.8464 -2.9328 0.2 -0.2 -0.1
H -1.4751 5.6412 -1.3616 -0.5 -0.3 0.1
H -2.0253 2.4281 -1.0805 -0.4 1.2 0.0
H -0.6416 1.6014 -1.3130 -1.3 1.9 -1.9
H -1.6487 2.1512 -2.7701 0.3 0.5 0.0
C -3.5472 -5.7470 1.4317 0.8 -0.9 0.3
S -2.3147 -4.9529 0.1791 -2.3 -0.7 1.7
O -2.9775 -3.6937 -0.2755 0.7 -0.4 0.3
C -1.1041 -4.5837 1.4810 -0.2 0.0 -1.1
H -3.0528 -6.4253 2.1270 1.0 -0.2 -0.3
H -4.2850 -6.4375 1.0229 -0.2 0.7 -0.6
H -3.9699 -5.0942 2.1954 -0.3 0.9 -0.8
H -1.5590 -4.0867 2.3378 0.1 -0.2 -0.1
H -0.4822 -3.9156 0.8851 0.2 -0.7 1.0
H -0.5492 -5.4970 1.6955 -0.2 0.1 0.2
C 0.3965 1.0968 0.0608 -1.1 -2.1 3.9
S 0.9786 -0.5908 -0.3456 2.9 -2.0 0.5
O 2.2676 -0.8618 0.4331 -1.9 0.0 0.2
C -0.4606 -1.6451 0.2930 0.9 2.6 -0.1
H -0.6491 1.0794 -0.2465 0.3 -0.5 1.9
H 0.9512 1.9611 -0.3043 -1.2 -0.5 0.6
H 0.4949 1.0139 1.1432 -0.5 0.7 -0.1
H -1.2954 -1.5470 -0.4010 0.3 -0.3 0.1
H -0.7624 -1.1163 1.1971 2.1 -0.3 -1.6
H -0.1862 -2.6907 0.4326 0.5 1.4 -0.4
C 0.6351 1.1196 -2.4811 1.6 -1.7 -3.2
S -0.8496 -0.0227 -2.7293 2.3 -2.7 -0.7
O -0.3803 -1.3784 -2.2029 -1.7 1.2 -2.6
C -0.7690 -0.2326 -4.5726 -0.7 0.1 0.1
H 0.3719 2.0849 -2.9135 1.1 -1.2 -0.7
H 1.5049 0.6541 -2.9445 -0.2 -0.2 -0.8
H 1.0061 1.1984 -1.4592 -0.9 0.3 -2.3
H -0.1991 -1.1501 -4.7195 0.2 0.3 0.0
H -0.4718 0.6039 -5.2051 0.6 0.1 0.5
H -1.7948 -0.4118 -4.8945 -0.1 -0.3 0.2
C -0.3137 -0.6778 5.1521 -0.4 0.5 0.5
S -1.1743 0.1710 3.7875 1.8 -1.2 -3.1
O -0.1357 0.7943 2.8083 -1.9 -0.9 2.7
C -1.5927 -1.4595 2.8549 -0.9 0.2 1.8
H -1.0491 -1.3265 5.6279 -0.1 -0.3 -0.3
H -0.1206 0.0701 5.9212 0.3 0.2 -0.2
H 0.5951 -1.2196 4.8904 -0.2 0.2 -0.3
H -1.7020 -1.4189 1.7711 -1.8 0.7 1.7
H -2.5104 -1.8971 3.2477 0.1 0.0 0.5
H -0.7466 -2.1417 2.9380 0.1 0.1 0.6
C 5.5256 2.7763 -0.5065 0.0 1.1 0.0
S 4.6511 1.4854 0.3845 -1.3 0.0 2.8
O 4.5791 1.8936 1.8934 0.4 -0.5 -3.0
C 2.8640 1.7426 -0.2095 2.4 1.8 -0.4
H 5.2762 2.7190 -1.5661 -0.2 0.1 0.0
H 6.6120 2.7987 -0.4207 0.0 -1.0 0.2
H 5.2957 3.7498 -0.0735 -0.7 0.1 -0.2
H 2.7344 2.7244 -0.6649 0.6 0.6 0.0
H 2.2125 1.8340 0.6596 1.4 -0.9 0.2
H 2.5893 1.0961 -1.0430 0.7 -0.6 0.8
```
Forces are in eV/Å.


Record 2
The following is a DFT calculation (ωB97M-V with the def2-TZVPD basis set) of a molecular structure, C17H14BrNO3RuS.

Values from the calculation:
Molar mass: 493.34 g mol⁻¹
Spin multiplicity: 6
Frontier orbital gap (spin up / spin down): 5.82 / 5.68 eV
Relative energy (zero: lowest compared OMol25 entry of this formula, charge and spin): 102.4 kJ/mol
Net charge: -1
<S²>: 8.782

XYZ file:
```
38
Properties=species:S:1:pos:R:3:forces:R:3
C -0.9114 -1.0530 -3.5805 -0.2 -1.0 1.1
C -0.9597 -2.0414 -2.5430 -1.9 0.7 -1.4
C -1.8107 -1.5221 -1.4597 -1.5 -0.1 -1.7
H -0.5460 -3.0393 -2.6101 -0.1 0.2 0.1
C -2.0640 -0.1021 -1.7873 -0.8 -1.3 -2.0
C -1.5190 0.1316 -3.1179 -1.1 -0.4 0.9
H -1.6805 1.0276 -3.6992 0.3 0.1 0.1
H -0.5764 -1.2310 -4.5857 0.6 0.1 0.0
H -2.4244 -2.1088 -0.7602 0.9 0.4 -0.1
H -2.7352 0.5409 -1.2399 0.1 0.0 0.0
Ru -0.1471 -0.5158 -0.9243 3.4 1.9 -1.6
Br 1.0672 -2.2364 0.0002 1.7 -2.7 1.5
C 2.3025 0.4688 -1.6291 0.1 -0.7 -1.5
C 1.5508 1.3656 -2.5029 0.1 -0.3 -0.3
C 1.7511 0.9429 -3.8615 0.1 -0.1 1.7
H 0.9777 2.2407 -2.1196 0.6 -0.6 -0.6
C 2.5823 -0.2179 -3.8457 -0.4 0.8 1.1
C 2.9355 -0.5232 -2.5117 -1.0 1.4 0.6
H 3.5680 -1.3220 -2.1423 -0.1 0.0 -0.2
H 2.6435 0.7208 -0.6111 -0.4 -0.4 -0.6
H 1.2873 1.3982 -4.7226 0.0 -0.1 -0.1
H 2.8598 -0.7688 -4.7251 0.1 -0.2 -0.2
O -2.4710 -0.2479 1.2323 1.0 0.1 0.6
C -1.3982 0.2330 1.5919 0.5 1.3 -1.3
N -0.3961 0.5854 0.6746 -0.3 2.6 2.0
S 0.6260 1.9258 0.9498 -2.9 -0.4 1.2
O -0.3088 3.0579 1.2121 1.6 -1.2 -0.2
O 1.2149 1.3605 2.4367 -1.1 0.7 0.7
C 0.2520 0.9525 3.3788 1.1 0.0 -0.3
C 0.7018 0.8764 4.7113 -0.2 -0.1 -0.4
C -0.0865 0.1861 5.6403 0.1 0.4 -0.6
C -1.2548 -0.4593 5.2250 -0.1 -0.4 -0.2
C -1.6525 -0.4160 3.8899 -0.2 1.1 0.7
C -0.9968 0.4525 2.9942 0.1 -2.1 0.6
H 1.6928 1.3048 4.9517 -0.8 -0.3 -0.1
H 0.2401 0.1251 6.6707 0.0 0.0 0.0
H -1.8306 -1.0713 5.9185 0.2 0.1 -0.1
H -2.4841 -1.0209 3.5015 0.4 0.5 0.3
```
Forces are in eV/Å.


Record 3
The following is a DFT calculation (ωB97M-V with the def2-TZVPD basis set) of a molecular structure, C2H4HgO4S.

Values from the calculation:
Molar mass: 324.71 g mol⁻¹
Frontier orbital gap (spin up / spin down): 6.28 / 6.27 eV
Relative energy (zero: lowest compared OMol25 entry of this formula, charge and spin): 783.1 kJ/mol

XYZ file:
```
12
Properties=species:S:1:pos:R:3:forces:R:3
Hg 0.8979 0.2503 -1.4852 6.1 0.3 -4.2
S -1.6420 -0.3226 -1.8659 -2.5 1.5 -1.4
O -2.3010 0.3395 -3.0366 1.4 -1.1 1.9
O -0.2962 -1.0119 -2.3360 -2.1 -2.0 -2.0
O -0.9174 0.8504 -0.9753 -4.9 0.3 0.4
O 1.4207 0.3736 0.3357 5.7 0.8 2.1
C 0.0384 0.4420 1.2934 -3.4 -0.6 4.6
C 1.1157 -0.5648 1.3483 0.0 1.5 -0.7
H -0.4574 1.4141 1.2309 1.4 0.6 -1.7
H -0.5421 0.2661 2.2083 -1.4 -1.0 1.2
H 0.8622 -1.6019 1.1058 0.1 0.2 -0.2
H 1.8212 -0.4349 2.1767 -0.3 -0.4 0.1
```
Forces are in eV/Å.


Record 4
The following is a DFT calculation (ωB97M-V with the def2-TZVPD basis set) of a molecular structure, C35H41AsNOPSSiSn.

Values from the calculation:
Molar mass: 776.48 g mol⁻¹
Frontier orbital gap: 6.19 eV
Relative energy (zero: lowest compared OMol25 entry of this formula, charge and spin): 0.0 kJ/mol
Net charge: +2

XYZ file:
```
83
Properties=species:S:1:pos:R:3:forces:R:3
Sn 0.1345 1.0663 -0.3357 -0.3 -0.1 0.2
O 2.2201 0.9542 -0.4585 0.0 0.0 -0.1
N 2.9508 0.8229 0.6698 -0.1 0.0 0.0
C 4.2807 0.6727 0.4717 0.0 0.0 0.0
C 5.1292 0.5299 1.5328 0.0 0.0 0.0
C 4.5942 0.5387 2.8215 0.0 0.0 0.0
C 3.2381 0.6872 2.9947 0.0 0.0 0.0
C 2.3831 0.8350 1.8967 0.1 0.0 0.0
S 0.6679 0.9942 2.1128 0.0 0.0 -0.1
H 4.5781 0.6774 -0.5660 0.0 0.0 0.0
H 6.1870 0.4109 1.3523 0.0 0.0 0.0
H 5.2390 0.4269 3.6823 0.0 0.0 0.0
H 2.7969 0.6910 3.9811 0.0 0.0 0.0
C 0.7273 4.6656 -1.7391 0.0 0.0 0.0
P 0.6029 3.7764 -0.1624 0.1 0.0 -0.1
C -0.6432 4.6749 0.7992 0.0 0.0 0.0
C 2.1730 4.1370 0.6736 0.0 0.0 0.0
H 0.9082 5.7274 -1.5658 0.0 0.0 0.0
H -0.1965 4.5522 -2.3057 0.0 0.0 0.0
H 1.5495 4.2597 -2.3289 0.0 0.0 0.0
H -0.3637 5.7251 0.8970 0.0 0.0 0.0
H -0.7238 4.2389 1.7959 0.0 0.0 0.0
H -1.6133 4.6100 0.3060 0.0 0.0 0.0
H 2.3463 5.2138 0.7025 0.0 0.0 0.0
H 2.9953 3.6631 0.1372 0.0 0.0 0.0
H 2.1431 3.7581 1.6954 0.0 0.0 0.0
C -3.3339 -2.0715 -4.4255 0.0 0.0 0.0
C -2.5597 -2.4813 -3.3446 0.0 0.0 0.0
C -2.4587 -1.6764 -2.2253 -0.1 0.0 0.0
C -3.1190 -0.4394 -2.1860 -0.1 0.0 0.0
C -3.8908 -0.0359 -3.2859 0.0 0.1 0.0
C -4.0024 -0.8549 -4.3967 0.0 0.0 0.0
Si -3.0457 0.6081 -0.7124 0.5 0.0 0.0
C -3.2873 2.4060 -0.8800 -0.2 0.0 0.0
C -2.8748 3.0702 -2.0459 0.0 0.0 0.0
C -3.1856 4.4049 -2.2365 0.0 0.0 0.0
C -3.9282 5.0875 -1.2763 0.0 0.0 0.0
C -4.3471 4.4439 -0.1194 0.0 0.0 0.0
C -4.0253 3.1100 0.0823 0.0 0.0 0.0
C -3.0370 -0.1409 0.9403 -0.1 0.0 0.0
C -3.5115 -1.4495 1.1133 0.1 0.0 0.0
C -3.5622 -2.0110 2.3787 0.0 0.0 0.0
C -3.1294 -1.2794 3.4774 0.0 0.0 0.0
C -2.6519 0.0183 3.3226 0.0 0.0 0.0
C -2.6157 0.5875 2.0636 -0.1 0.0 0.0
H -3.4205 -2.7098 -5.2949 0.0 0.0 0.0
H -2.0478 -3.4336 -3.3785 0.0 0.0 0.0
H -1.8659 -2.0015 -1.3790 0.0 0.0 0.0
H -4.4113 0.9147 -3.2711 0.0 0.0 0.0
H -4.6090 -0.5487 -5.2378 0.0 0.0 0.0
H -2.3164 2.5344 -2.8069 0.0 0.0 0.0
H -2.8724 4.9126 -3.1395 0.0 0.0 0.0
H -4.1890 6.1252 -1.4381 0.0 0.0 0.0
H -4.9323 4.9769 0.6176 0.0 0.0 0.0
H -4.3663 2.6115 0.9823 0.0 0.0 0.0
H -3.8464 -2.0247 0.2582 0.0 0.0 0.0
H -3.9431 -3.0144 2.5115 0.0 0.0 0.0
H -3.1717 -1.7198 4.4649 0.0 0.0 0.0
H -2.3190 0.5800 4.1850 0.0 0.0 0.0
H -2.2689 1.6109 1.9499 0.0 0.0 0.0
C -0.0359 -3.8967 -0.6064 -0.1 0.0 0.0
As 0.7194 -2.2028 -0.0026 0.2 0.1 0.0
C 1.0298 -2.6824 1.8610 -0.1 0.0 0.0
C 2.5246 -2.3841 -0.8018 -0.1 0.0 0.0
C 3.3417 -3.5247 -0.2816 0.0 0.0 0.0
C 4.0837 -3.3841 0.8907 0.0 0.0 0.0
C 4.8362 -4.4369 1.3875 0.0 0.0 0.0
C 4.8588 -5.6522 0.7160 0.0 0.0 0.0
C 4.1309 -5.8025 -0.4548 0.0 0.0 0.0
C 3.3789 -4.7456 -0.9500 0.0 0.0 0.0
H 0.6651 -4.7019 -0.3887 0.0 0.0 0.0
H -0.2230 -3.8624 -1.6788 0.0 0.0 0.0
H -0.9723 -4.0875 -0.0826 0.0 0.0 0.0
H 1.6012 -3.6067 1.9293 0.0 0.0 0.0
H 0.0574 -2.8157 2.3365 0.0 0.0 0.0
H 1.5592 -1.8867 2.3820 0.0 0.0 0.0
H 3.0327 -1.4325 -0.6591 0.0 0.0 0.0
H 2.3399 -2.4841 -1.8735 0.0 0.0 0.0
H 4.0753 -2.4344 1.4179 0.0 0.0 0.0
H 5.4086 -4.3118 2.2974 0.0 0.0 0.0
H 5.4479 -6.4740 1.0995 0.0 0.0 0.0
H 4.1556 -6.7417 -0.9911 0.0 0.0 0.0
H 2.8258 -4.8676 -1.8745 0.0 0.0 0.0
```
Forces are in eV/Å.


Record 5
The following is a DFT calculation (ωB97M-V with the def2-TZVPD basis set) of a molecular structure, C13H7AuClN2O12S2.

Values from the calculation:
Molar mass: 679.76 g mol⁻¹
Frontier orbital gap: 7.38 eV
Relative energy (zero: lowest compared OMol25 entry of this formula, charge and spin): 67.3 kJ/mol
Net charge: -1

XYZ file:
```
38
Properties=species:S:1:pos:R:3:forces:R:3
Au 1.4083 -1.0585 1.8394 0.5 -0.5 0.1
O -3.1414 -3.4048 1.2032 0.0 -0.1 -0.1
S -2.6928 -2.0379 1.2395 0.0 0.0 0.2
O -3.6404 -1.0619 0.7266 0.0 0.0 -0.1
O -1.9702 -1.5987 2.4072 0.2 -0.1 -0.1
C -1.4705 -2.0077 -0.1660 0.1 0.1 0.0
C -2.2601 -2.0475 -1.4560 0.0 0.0 0.0
C -1.5889 -1.8314 -2.5730 0.0 0.0 -0.1
C -0.1067 -1.6618 -2.4292 0.0 0.0 0.0
C 0.4888 -2.5940 -1.4222 0.0 0.0 0.0
C -0.1609 -2.7878 -0.2802 -0.2 -0.1 -0.1
S 0.6172 -3.9037 0.9112 -0.3 -0.4 -0.7
O 1.8842 -4.1987 0.2851 0.0 -0.1 0.1
O -0.3012 -4.9948 1.0641 0.2 0.2 0.2
O 0.7670 -3.0800 2.1309 -0.1 0.8 0.5
H -3.3296 -2.1765 -1.3840 0.0 0.0 0.0
H -2.0472 -1.7614 -3.5497 0.0 0.0 0.0
H 0.4179 -1.6740 -3.3778 0.0 0.0 0.0
H 1.4637 -3.0306 -1.5873 0.0 0.0 0.0
O 0.1854 -0.2605 -1.9451 0.0 -0.1 0.0
C -0.2389 0.1004 -0.7845 0.3 0.3 0.0
O -0.9882 -0.5541 -0.0189 -0.3 -0.2 0.1
C 0.2235 1.3956 -0.2687 -0.6 0.3 -0.4
C 1.1376 2.1454 -0.9947 -0.3 0.1 -0.1
C 1.6094 3.3139 -0.4364 -0.1 0.1 -0.1
C 1.2135 3.7538 0.8117 -0.1 0.1 -0.1
C 0.3020 2.9795 1.4967 -0.3 0.2 -0.1
C -0.1997 1.7960 0.9973 -0.3 0.2 -0.2
N -0.1228 3.4263 2.8396 0.1 0.0 -0.2
O -0.9795 2.7811 3.3931 -0.1 -0.1 0.1
O 0.4099 4.4252 3.2820 0.0 0.0 0.1
N 2.5776 4.1232 -1.1987 -0.2 -0.1 0.0
O 2.9716 5.1503 -0.6897 0.1 0.0 0.0
O 2.9037 3.7179 -2.2951 0.1 0.0 0.0
H 1.4902 1.8269 -1.9638 0.0 0.0 0.0
H 1.6074 4.6616 1.2409 0.0 0.0 0.0
H -0.8818 1.1914 1.5820 0.0 0.0 0.0
Cl 2.4418 0.9380 1.3705 1.2 -1.1 0.9
```
Forces are in eV/Å.


Record 6
The following is a DFT calculation (ωB97M-V with the def2-TZVPD basis set) of a single C2H2BrClO molecule.

Values from the calculation:
Molar mass: 157.39 g mol⁻¹
Frontier orbital gap: 10.55 eV
Relative energy (zero: lowest compared OMol25 entry of this formula, charge and spin): 76.8 kJ/mol
Structure (SMILES): O=C[C@@H](Cl)Br

XYZ file:
```
7
Properties=species:S:1:pos:R:3:forces:R:3
C -0.8509 -0.0892 -0.2108 -2.5 2.0 3.6
C 0.6193 0.2028 0.0081 -1.6 -2.9 2.3
O -1.7001 0.3533 0.5623 1.5 -0.5 -0.9
Cl 0.8902 0.8697 1.6129 0.2 0.0 -0.6
Br 1.4916 -1.5261 -0.2558 0.2 0.4 0.0
H -1.3028 -0.6428 -0.9770 0.5 -1.2 -2.0
H 0.8527 0.8323 -0.7397 1.7 2.3 -2.4
```
Forces are in eV/Å.


Record 7
The following is a DFT calculation (ωB97M-V with the def2-TZVPD basis set) of a molecular structure, C36H22ClN4O5STi.

Values from the calculation:
Molar mass: 705.98 g mol⁻¹
Frontier orbital gap: 7.13 eV
Relative energy (zero: lowest compared OMol25 entry of this formula, charge and spin): 77.4 kJ/mol
Net charge: -1

XYZ file:
```
70
Properties=species:S:1:pos:R:3:forces:R:3
Ti 0.2331 -0.6682 0.2604 0.2 -0.3 0.1
O -0.3215 -0.3620 1.9959 -0.6 0.3 1.2
N -1.1807 0.1980 2.8447 -0.5 0.4 0.1
C -1.0404 -0.0981 4.1487 0.2 -0.3 0.7
C -1.8688 0.4122 5.1103 0.3 -0.1 -0.2
C -2.8951 1.2871 4.7163 0.1 0.0 -0.3
C -3.0322 1.5900 3.3949 0.0 0.0 0.6
C -2.1741 1.0527 2.4016 0.1 0.1 -0.9
S -2.3343 1.4314 0.7896 -0.2 0.1 0.0
H -0.2267 -0.7747 4.3697 0.0 0.0 -0.1
H -1.7221 0.1492 6.1441 0.1 -0.1 0.1
H -3.5565 1.7175 5.4529 -0.1 0.0 0.0
H -3.8022 2.2558 3.0390 0.0 0.0 0.0
C 4.5186 0.1969 0.9116 0.1 -0.1 0.1
C 5.0654 -1.0616 0.7090 0.2 0.0 0.0
C 4.2335 -2.1601 0.6324 -0.3 -0.1 0.0
C 2.8479 -1.9908 0.6952 0.3 0.6 0.2
C 2.2551 -0.7159 0.8432 1.3 -0.4 -0.2
C 3.1441 0.3546 0.9936 -0.3 0.1 0.2
C 1.9241 -3.1165 0.5621 -0.2 -0.5 0.2
C 2.3394 -4.3973 0.1135 -0.1 -0.1 0.0
C 1.4286 -5.4015 -0.0083 0.1 0.3 0.1
C 0.0853 -5.1703 0.3553 -0.1 0.5 0.2
C -0.9113 -6.1603 0.2837 -0.2 -0.1 0.0
C -2.1891 -5.8847 0.6869 0.1 -0.2 -0.1
C -2.5181 -4.6107 1.1740 0.1 0.1 0.1
C -1.5766 -3.6220 1.2420 -0.1 0.0 0.1
C -0.2525 -3.8665 0.8177 -0.4 -0.8 0.0
N 0.6609 -2.8743 0.8841 0.8 0.4 -0.3
H 5.1715 1.0589 0.9830 0.0 0.0 0.0
H 6.1355 -1.1838 0.6024 0.0 0.0 0.1
H 4.6645 -3.1460 0.5124 0.0 0.0 0.0
H 2.7526 1.3554 1.1528 0.0 -0.1 -0.1
H 3.3639 -4.5568 -0.1792 0.1 0.0 0.0
H 1.7194 -6.3785 -0.3715 0.0 0.0 -0.1
H -0.6489 -7.1383 -0.0997 0.0 -0.1 0.0
H -2.9508 -6.6496 0.6349 -0.1 -0.1 0.0
H -3.5318 -4.4006 1.4790 -0.1 0.0 0.0
H -1.8462 -2.6381 1.6064 0.1 -0.1 -0.1
N 4.3095 8.1377 -1.3535 0.1 0.1 -0.1
C 3.6955 7.1654 -1.3259 0.6 0.9 -0.1
C 2.9458 5.9804 -1.2292 -0.7 -1.0 0.1
C 2.0406 5.8391 -0.1721 0.2 0.2 -0.1
C 1.3443 4.6642 -0.0181 0.0 -0.1 0.0
C 1.5467 3.5999 -0.9059 0.2 0.3 0.0
C 2.4160 3.7628 -1.9915 -0.1 0.0 0.1
C 3.1125 4.9384 -2.1474 0.1 0.3 0.1
C 0.9594 2.3465 -0.6384 -0.4 -0.7 0.3
C 0.5713 1.2464 -0.2910 0.5 0.9 -0.4
H 1.9123 6.6556 0.5247 0.0 0.0 0.0
H 0.6477 4.5405 0.7990 0.0 0.0 0.0
H 2.5343 2.9489 -2.6898 0.0 -0.1 0.0
H 3.8033 5.0645 -2.9679 0.0 0.0 -0.1
O -3.3684 -2.1127 -0.6765 0.3 0.3 -0.1
C -2.5071 -1.3092 -1.0109 -1.5 -0.2 -0.6
O -1.3356 -1.2403 -0.5208 -0.4 -0.3 -0.2
C -2.8363 -0.2802 -2.0858 0.0 -0.1 0.1
C -4.1351 -0.2539 -2.5840 0.1 -0.1 0.1
C -4.5174 0.6878 -3.5262 0.1 0.0 0.1
C -3.5956 1.6135 -3.9748 0.2 0.2 -0.1
C -2.2912 1.5786 -3.4854 -1.0 -0.9 0.4
C -1.8956 0.6300 -2.5500 0.3 0.1 -0.1
N -1.3576 2.5679 -3.9554 0.5 0.6 -0.3
O -0.2364 2.5737 -3.4980 0.1 -0.1 0.0
O -1.7521 3.3619 -4.7951 0.0 0.1 -0.1
H -4.8318 -0.9866 -2.2029 0.0 0.0 0.0
H -5.5331 0.7072 -3.9008 0.0 0.0 0.0
H -3.8632 2.3715 -4.6954 0.0 0.0 0.0
H -0.8678 0.6025 -2.1990 -0.2 0.1 0.0
Cl 1.1199 -1.4376 -1.8160 0.2 0.1 -0.5
```
Forces are in eV/Å.